Run w
ORCA calculation (the ωB97M-V functional and the def2-TZVPD basis) on C2H5FSi in the gas phase.

```
9
Properties=species:S:1:pos:R:3:nbo_charge:R:1
C 1.337 0.251 -0.969 -0.327
C 0.248 -0.335 -0.439 -0.651
Si -0.940 0.146 0.995 1.474
F -1.333 -1.224 1.759 -0.662
H 1.745 -0.037 -1.920 0.189
H 1.856 1.075 -0.523 0.180
H -0.131 -1.008 -1.141 0.214
H -0.581 0.937 2.058 -0.211
H -2.203 0.196 0.180 -0.206
```

Structure (SMILES): C=C[SiH2]F
LUMO: 0.799 eV
Total charge: 0
Orbital gap: 11.174 eV
HOMO energy: -10.38 eV
Spin multiplicity: 1

---

Run x
ORCA calculation (the ωB97M-V functional and the def2-TZVPD basis) on 2 unconnected molecules or ions with the total composition C2H5FSi.

```
9
Properties=species:S:1:pos:R:3:nbo_charge:R:1
C 0.830 -1.487 0.194 0.159
C 0.063 -0.422 0.032 -0.538
F 1.097 -2.473 -0.796 -0.340
Si -0.628 1.279 0.371 0.880
H 1.114 -1.734 1.254 0.198
H -0.032 -0.393 -1.979 0.085
H -0.204 1.792 1.638 -0.160
H -1.999 1.119 0.000 -0.146
H -0.241 2.321 -0.714 -0.138
```

LUMO (alpha / beta): -0.700 / -0.614 eV
Total charge: 0
Orbital gap (alpha / beta): 9.251 / 9.134 eV
HOMO energy (alpha / beta): -9.95 / -9.75 eV
Spin multiplicity: 1

---

Run y
ORCA calculation (the ωB97M-V functional and the def2-TZVPD basis) on a molecular structure, C2H5FSi.

```
9
Properties=species:S:1:pos:R:3:nbo_charge:R:1
C 0.526 -1.315 0.450 0.322
C 0.582 -0.307 -0.402 -0.767
F 1.276 -2.400 0.581 -0.325
Si -0.617 1.150 -0.267 0.905
H -0.419 -1.256 1.528 0.124
H 1.403 -0.399 -1.163 0.245
H -0.257 2.093 0.738 -0.170
H -1.773 0.419 -0.036 -0.173
H -0.720 2.015 -1.429 -0.161
```

LUMO: 1.167 eV
Total charge: 0
Orbital gap: 11.292 eV
HOMO energy: -10.12 eV
Spin multiplicity: 1

---

Short version: run w is the most stable of them.

---

Run w
ORCA calculation (the ωB97M-V functional and the def2-TZVPD basis) on C4H6N2O in the gas phase.

```
13
Properties=species:S:1:pos:R:3:nbo_charge:R:1
C -2.724 -0.360 0.116 -0.099
N -1.522 -0.749 -0.199 -0.271
N -0.524 0.051 0.527 -0.253
C -0.353 1.251 -0.293 -0.257
C 0.673 0.084 -0.288 -0.216
C 1.896 -0.065 0.363 0.422
O 2.872 -0.441 -0.199 -0.492
H -2.937 0.637 0.660 0.174
H -3.685 -0.893 -0.327 0.203
H -1.127 1.348 -1.116 0.225
H -0.244 2.136 0.355 0.218
H 0.486 -0.477 -1.152 0.238
H 1.895 0.198 1.482 0.109
```

Structure (SMILES): C=NN1C[C@H]1C=O
LUMO: 0.709 eV
Total charge: 0
Orbital gap: 10.699 eV
HOMO energy: -9.99 eV
Spin multiplicity: 1

---

Run x
ORCA calculation (the ωB97M-V functional and the def2-TZVPD basis) on C4H6N2O in the gas phase.

```
13
Properties=species:S:1:pos:R:3:nbo_charge:R:1
C -2.353 -0.085 0.015 -0.644
C -0.872 0.022 -0.200 -0.051
C 0.110 0.286 0.643 -0.059
C 1.421 0.522 0.531 0.041
N 2.454 -0.329 0.832 -0.780
N -0.502 -0.168 -1.617 0.130
O 0.668 -0.052 -1.877 -0.304
H -2.800 -0.689 -0.781 0.226
H -2.585 -0.537 0.982 0.227
H -2.828 0.903 -0.018 0.222
H 1.724 1.546 0.311 0.215
H 3.332 -0.105 0.388 0.389
H 2.232 -1.315 0.792 0.386
```

Structure (SMILES): CC(=C=CN)N=O
LUMO: -0.295 eV
Total charge: 0
Orbital gap: 8.208 eV
HOMO energy: -8.50 eV
Spin multiplicity: 1

---

Short version: run w is the most stable of them.

---

Run w
ORCA calculation (the ωB97M-V functional and the def2-TZVPD basis) on C4H6N2O in the gas phase.

```
13
Properties=species:S:1:pos:R:3:nbo_charge:R:1
H 0.100 -1.300 -2.110 0.336
N 0.062 -1.288 -1.091 -0.663
C -0.323 -0.152 -0.672 0.441
C -0.665 1.062 -1.492 -0.689
N -0.533 0.014 0.727 -0.467
C 0.671 0.586 1.542 -0.254
C 0.393 -0.676 1.546 0.492
O 0.516 -1.924 1.940 -0.611
H -0.023 1.903 -1.206 0.229
H -1.701 1.364 -1.310 0.237
H -0.530 0.866 -2.559 0.217
H 0.833 1.512 2.063 0.235
H 1.201 -1.968 2.622 0.498
```

Structure (SMILES): [H]/N=C(\C)N1C=C1O
LUMO: 0.642 eV
Total charge: 0
Orbital gap: 8.897 eV
HOMO energy: -8.26 eV
Spin multiplicity: 1

---

Run x
ORCA calculation (the ωB97M-V functional and the def2-TZVPD basis) on 2 unconnected molecules or ions with the total composition C4H6N2O.

```
13
Properties=species:S:1:pos:R:3:nbo_charge:R:1
C 2.171 0.701 -0.266 -0.013
C -0.052 0.222 0.059 0.803
C -2.207 1.402 -0.237 -0.428
C 1.122 -1.809 0.422 -0.264
N 3.239 0.884 -0.629 -0.480
N -0.733 1.207 -0.173 -0.456
O -0.080 -1.082 0.280 -0.490
H -2.360 2.160 0.545 0.237
H -2.630 0.387 -0.205 0.214
H -2.316 1.952 -1.259 0.232
H 1.851 -1.025 0.571 0.240
H 1.145 -2.571 -0.432 0.208
H 0.851 -2.427 1.324 0.196
```

LUMO (alpha / beta): -0.197 / -0.197 eV
Total charge: 0
Orbital gap (alpha / beta): 10.152 / 10.153 eV
HOMO energy (alpha / beta): -10.35 / -10.35 eV
Spin multiplicity: 1

---

Short version: run w is the most stable of them.

---

Run w
ORCA calculation (the ωB97M-V functional and the def2-TZVPD basis) on C4H6N2O in the gas phase.

```
13
Properties=species:S:1:pos:R:3:nbo_charge:R:1
H -0.642 3.011 -0.293 0.375
N -0.187 2.733 0.577 -0.592
C -0.189 1.502 0.800 0.365
O -1.324 0.561 0.126 -0.531
C -0.607 -0.507 -0.220 0.233
C -1.086 -1.761 -0.359 -0.454
C 0.895 -0.279 -0.366 0.026
N 1.738 -1.079 0.206 -0.580
H 2.654 -1.033 -0.251 0.339
H 0.111 0.991 1.717 0.211
H -2.141 -1.954 -0.203 0.210
H -0.428 -2.595 -0.569 0.222
H 1.205 0.411 -1.165 0.176
```

Structure (SMILES): [H]/N=C\OC(=C)/C=N/[H]
LUMO: -0.297 eV
Total charge: 0
Orbital gap: 8.726 eV
HOMO energy: -9.02 eV
Spin multiplicity: 1

---

Run x
ORCA calculation (the ωB97M-V functional and the def2-TZVPD basis) on 2 unconnected molecules or ions with the total composition C4H6N2O.

```
13
Properties=species:S:1:pos:R:3:nbo_charge:R:1
H -1.750 1.915 1.531 0.334
N -1.709 0.918 1.303 -0.519
C -0.574 0.629 0.811 0.150
C 0.636 1.409 0.516 -0.372
C 1.532 0.562 -0.019 0.061
N 1.038 -0.738 -0.113 -0.628
C -0.259 -0.807 0.375 0.628
O -0.957 -1.790 0.422 -0.527
H 0.779 2.466 0.696 0.233
H 2.538 0.773 -0.360 0.221
H 1.525 -1.530 -0.499 0.423
H -1.361 -1.833 -2.695 -0.023
H -1.436 -1.974 -1.968 0.018
```

Structure (SMILES): [H]/N=C1\C=CNC1=O.[H][H]
LUMO: -0.300 eV
Total charge: 0
Orbital gap: 8.830 eV
HOMO energy: -9.13 eV
Spin multiplicity: 1

---

Run y
ORCA calculation (the ωB97M-V functional and the def2-TZVPD basis) on C4H6N2O in the gas phase.

```
13
Properties=species:S:1:pos:R:3:nbo_charge:R:1
C -2.231 -0.034 -0.105 -0.251
O -1.123 -0.708 0.485 -0.484
C 0.064 -0.178 0.191 0.385
C 0.465 0.909 -0.371 -0.286
N 1.893 0.984 -0.462 -0.456
C 2.279 -0.104 0.168 0.161
N 1.198 -0.816 0.608 -0.543
H -2.266 1.014 0.218 0.189
H -3.124 -0.564 0.233 0.199
H -2.165 -0.069 -1.200 0.184
H 0.516 1.631 -1.299 0.287
H 3.297 -0.412 0.364 0.196
H 1.196 -1.654 1.171 0.419
```

Structure (SMILES): COc1cnc[nH]1
LUMO: 0.871 eV
Total charge: 0
Orbital gap: 9.403 eV
HOMO energy: -8.53 eV
Spin multiplicity: 1

---

Short version: run x is the most stable of them.

---

Run w
ORCA calculation (the ωB97M-V functional and the def2-TZVPD basis) on a molecular structure, C6H14N2Si.

```
23
Properties=species:S:1:pos:R:3:nbo_charge:R:1
C -0.538 -2.068 2.300 -0.165
C -0.485 -1.144 1.289 0.040
C 1.235 2.535 -0.561 -1.124
C 1.173 -0.394 -1.648 -1.051
C -1.482 1.354 -1.094 -1.114
C 0.245 0.125 1.256 -0.745
N -1.039 -2.997 1.372 -0.417
N -1.146 -1.985 0.407 -0.446
Si 0.271 0.902 -0.475 1.591
H 0.128 -2.170 3.190 0.220
H 1.424 2.799 -1.649 0.239
H 0.822 3.446 -0.043 0.241
H 2.184 2.440 0.007 0.237
H 0.400 -0.820 -2.302 0.218
H 1.956 -0.009 -2.144 0.229
H 1.403 -1.217 -0.986 0.234
H -1.541 0.638 -1.928 0.230
H -2.263 1.165 -0.355 0.243
H -1.641 2.415 -1.384 0.248
H -0.032 0.782 1.988 0.222
H 1.850 -0.180 1.614 0.118
H -1.849 -3.488 1.695 0.361
H -1.074 -2.129 -0.550 0.391
```

LUMO: 0.565 eV
Total charge: 0
Orbital gap: 8.326 eV
HOMO energy: -7.76 eV
Spin multiplicity: 1

---

Run x
ORCA calculation (the ωB97M-V functional and the def2-TZVPD basis) on C6H14N2Si in the gas phase.

```
23
Properties=species:S:1:pos:R:3:nbo_charge:R:1
C -0.592 -2.124 0.885 -1.138
Si 0.596 -0.667 0.581 1.581
C 0.059 0.703 1.766 -1.095
C 2.464 -1.184 0.527 -1.040
C -0.020 -0.008 -1.169 -0.506
C -1.470 0.669 -1.198 -0.459
C -1.084 2.190 -1.458 -0.310
N 0.369 2.194 -1.541 -0.121
N 0.861 1.097 -1.527 -0.143
H -0.766 -2.463 1.986 0.242
H -1.649 -1.923 0.653 0.239
H -0.295 -3.075 0.326 0.241
H 0.509 0.516 2.846 0.239
H 0.273 1.626 1.457 0.230
H -0.972 0.805 1.862 0.236
H 2.682 -1.615 1.438 0.232
H 2.604 -1.692 -0.448 0.248
H 2.967 -0.325 0.448 0.233
H -0.157 -0.694 -2.044 0.234
H -1.856 0.365 -0.293 0.209
H -1.934 0.099 -1.983 0.213
H -1.233 2.726 -2.434 0.228
H -1.357 2.781 -0.678 0.206
```

Structure (SMILES): C[Si](C)(C)[C@H]1CCN=N1
LUMO: 0.886 eV
Total charge: 0
Orbital gap: 9.602 eV
HOMO energy: -8.72 eV
Spin multiplicity: 1

---

Short version: run x is the most stable of them.

---

Run w
ORCA calculation (the ωB97M-V functional and the def2-TZVPD basis) on H2N2O4S in the gas phase.

```
9
Properties=species:S:1:pos:R:3:nbo_charge:R:1
N -0.289 -0.910 -0.069 0.515
N -1.363 -0.428 -0.358 -0.410
O 0.133 -2.039 -0.121 -0.395
O 1.978 -0.512 0.569 -0.405
O -0.961 2.274 -0.073 -0.841
O 0.818 0.158 0.178 -0.224
S -2.104 1.038 -0.119 0.781
H 1.902 -1.403 0.255 0.475
H -0.115 1.823 -0.261 0.505
```

LUMO: -0.200 eV
Total charge: 0
Orbital gap: 8.911 eV
HOMO energy: -9.11 eV
Spin multiplicity: 1

---

Run x
ORCA calculation (the ωB97M-V functional and the def2-TZVPD basis) on 2 unconnected molecules or ions with the total composition H2N2O4S.

```
9
Properties=species:S:1:pos:R:3:nbo_charge:R:1
N -1.594 -1.029 0.245 -0.506
N -0.435 1.030 0.551 0.330
O -0.801 1.302 -0.566 -0.323
O -0.883 -0.131 1.138 -0.217
O 1.504 -0.358 -1.165 -0.864
O 2.804 0.427 0.715 -0.828
S 1.905 0.745 -0.345 1.676
H -0.692 -1.565 0.040 0.367
H -1.807 -0.420 -0.613 0.365
```

LUMO: -1.545 eV
Total charge: 0
Orbital gap: 9.590 eV
HOMO energy: -11.14 eV
Spin multiplicity: 1

---

Short version: run x is the most stable of them.